[1]
C35H22FeN3S2 as an isolated structure, computed with ωB97M-V with the def2-TZVPD basis set.

```
63
Properties=species:S:1:pos:R:3:forces:R:3:nbo_charge:R:1
Fe -0.046 0.085 -0.224 -0.1 0.2 -0.2 1.182
S -3.601 -5.660 -2.116 0.0 -0.1 0.0 0.492
C -5.196 -5.673 -1.521 0.0 0.0 0.0 -0.366
C -5.469 -4.578 -0.758 0.1 0.0 0.0 -0.247
C -4.358 -3.707 -0.658 -0.1 -0.1 0.0 -0.193
C -3.262 -4.162 -1.346 0.1 0.1 0.0 -0.282
C -1.947 -3.529 -1.460 -0.1 0.0 0.1 -0.056
C -1.719 -2.275 -0.856 0.1 0.0 -0.1 0.128
N -0.551 -1.653 -0.924 -0.1 -0.3 0.1 -0.508
C 0.477 -2.241 -1.587 0.0 0.1 0.0 0.206
C 0.361 -3.470 -2.222 0.0 0.0 0.0 -0.072
C 1.526 -3.993 -2.892 -0.1 0.0 0.0 -0.162
C 2.697 -3.319 -2.891 0.1 0.1 0.0 -0.150
C 2.828 -2.048 -2.221 0.0 0.0 0.0 -0.058
C 4.004 -1.286 -2.144 0.0 -0.1 0.0 -0.081
C 4.035 -0.080 -1.460 0.0 0.1 0.1 -0.055
C 2.836 0.352 -0.857 0.0 -0.1 -0.1 0.129
N 1.712 -0.347 -0.925 0.4 0.0 0.1 -0.488
C 1.706 -1.533 -1.588 -0.1 0.0 0.0 0.126
C 5.241 0.740 -1.345 -0.2 -0.1 0.0 -0.282
C 5.396 1.918 -0.659 0.1 0.0 0.0 -0.193
C 6.707 2.443 -0.757 -0.1 0.0 0.0 -0.247
C 7.520 1.654 -1.514 0.0 0.0 0.0 -0.366
S 6.709 0.281 -2.111 0.1 0.0 0.0 0.492
C -0.888 -4.106 -2.143 0.1 -0.1 -0.1 -0.082
H -5.852 -6.493 -1.765 0.0 0.0 0.0 0.264
H -6.424 -4.401 -0.288 0.0 0.0 0.0 0.248
H -4.386 -2.789 -0.089 0.0 0.0 0.0 0.216
H -2.505 -1.767 -0.313 0.0 0.0 0.0 0.223
H 1.447 -4.948 -3.394 0.0 0.0 0.0 0.247
H 3.564 -3.729 -3.393 0.0 0.0 0.0 0.246
H 4.901 -1.661 -2.624 0.0 0.0 0.0 0.245
H 2.790 1.286 -0.314 0.0 0.0 0.0 0.223
H 4.615 2.405 -0.093 0.0 0.0 0.0 0.216
H 7.032 3.358 -0.287 0.0 0.0 0.0 0.248
H 8.560 1.810 -1.755 0.0 0.0 0.0 0.264
H -1.013 -5.069 -2.625 0.0 0.0 0.0 0.245
C 0.124 -0.207 3.928 0.0 -0.1 0.0 -0.165
C -0.548 0.953 4.281 0.0 0.0 0.0 -0.173
C -1.051 1.817 3.311 0.0 0.0 -0.1 -0.168
C -0.874 1.513 1.970 0.0 0.0 0.1 -0.060
C -0.190 0.336 1.642 0.1 -0.2 -0.4 -0.149
C 0.314 -0.534 2.581 -0.1 0.2 0.2 -0.222
C -1.336 2.308 0.819 0.1 -0.1 0.1 0.254
C -2.035 3.515 0.884 0.0 0.0 -0.1 -0.254
C -2.395 4.130 -0.287 0.0 0.0 0.0 -0.033
C -2.064 3.560 -1.535 -0.1 0.1 0.0 -0.139
C -2.416 4.164 -2.766 0.0 0.0 0.0 -0.130
C -2.072 3.571 -3.945 0.0 0.0 0.0 -0.194
C -1.362 2.350 -3.944 0.0 0.0 0.0 -0.134
C -1.008 1.742 -2.770 0.0 0.0 0.0 -0.263
C -1.357 2.341 -1.544 0.0 0.0 0.1 0.267
N -1.011 1.748 -0.354 -0.2 0.3 0.0 -0.566
H 0.507 -0.866 4.696 0.0 0.0 0.0 0.244
H -0.687 1.192 5.326 0.0 0.0 0.0 0.246
H -1.572 2.717 3.614 0.0 0.0 0.0 0.233
H 0.840 -1.440 2.306 0.0 0.0 0.0 0.236
H -2.282 3.948 1.842 0.0 0.0 0.0 0.249
H -2.936 5.068 -0.264 0.0 0.0 0.0 0.247
H -2.959 5.100 -2.752 0.0 0.0 0.0 0.239
H -2.340 4.030 -4.886 0.0 0.0 0.0 0.247
H -1.096 1.892 -4.887 0.0 0.0 0.0 0.239
H -0.462 0.804 -2.789 0.0 0.0 0.0 0.201
```
Positions in Å, forces in eV/Å.

M: 604.56 u
spin multiplicity: 2
HOMO energy (alpha / beta): -13.0 / -13.0 eV
net charge: +2
⟨S²⟩: 1.10

---

[2]
C11H16Cl2N7PdS5 as an isolated structure, computed with ωB97M-V with the def2-TZVPD basis set.

```
42
Properties=species:S:1:pos:R:3:forces:R:3:nbo_charge:R:1
Pd -0.531 -0.346 -0.929 0.6 0.0 0.2 0.571
C 1.230 5.182 -0.374 0.0 0.0 0.1 -0.743
S -0.330 5.480 -1.228 0.1 0.1 -0.1 0.411
C -1.369 4.167 -0.838 0.2 -0.7 0.1 -0.401
C -1.096 2.773 -0.767 -0.1 0.7 0.0 -0.412
S 0.356 2.011 -1.076 0.0 -0.2 0.0 -0.033
S -2.488 1.790 -0.437 -0.3 0.0 0.1 0.488
C -3.706 3.040 -0.430 0.2 0.1 -0.2 -0.610
S -5.289 2.790 -0.261 -0.2 -0.1 0.1 0.129
S -3.006 4.623 -0.646 -0.3 0.2 0.1 0.566
H 1.773 6.119 -0.488 0.0 0.0 0.0 0.252
H 1.799 4.378 -0.821 0.0 -0.1 -0.1 0.243
H 1.050 4.999 0.682 0.0 0.0 0.0 0.236
C 2.187 -0.081 3.903 0.0 0.0 0.0 -0.651
C 1.008 -0.420 3.059 0.0 0.0 0.1 0.196
C -0.175 -1.056 3.366 0.1 0.1 -0.1 -0.336
C -0.919 -1.075 2.175 -0.1 0.0 -0.1 0.186
N -0.234 -0.487 1.202 0.0 0.0 0.0 -0.359
N 0.935 -0.099 1.756 -0.1 0.0 -0.1 -0.329
C -2.275 -1.649 1.935 0.0 0.0 0.0 -0.648
H 2.054 -0.493 4.900 0.0 0.0 0.0 0.245
H 2.310 0.999 4.000 0.0 0.0 0.0 0.234
H 3.107 -0.492 3.487 0.0 0.0 0.0 0.233
H -0.464 -1.448 4.324 0.0 0.0 0.0 0.241
H 1.600 0.403 1.192 0.0 0.0 0.0 0.420
H -2.851 -1.665 2.858 0.0 0.0 0.0 0.240
H -2.207 -2.675 1.569 0.0 0.0 0.0 0.229
H -2.823 -1.056 1.203 0.0 0.0 0.0 0.230
N 4.005 -2.977 -3.007 -0.3 0.0 0.2 -0.587
N 2.838 -3.022 -2.252 0.2 -0.2 -0.2 0.178
N 2.327 -4.152 -1.836 -0.1 0.1 0.1 -0.259
C 1.198 -3.721 -1.279 0.0 -0.2 0.0 0.120
N 1.063 -2.400 -1.373 -0.1 0.4 0.0 -0.342
N 2.139 -1.962 -2.011 -0.3 0.1 0.1 -0.074
H 4.562 -3.766 -2.697 0.1 0.1 -0.1 0.391
H 4.455 -2.096 -2.783 0.1 0.0 -0.1 0.385
H 0.485 -4.374 -0.810 0.0 0.0 0.0 0.222
Cl -2.673 -2.143 -1.519 0.0 0.0 -0.1 0.011
C -2.659 -1.487 -3.160 0.1 0.1 -0.1 -0.380
Cl -1.255 -0.403 -3.410 -0.1 -0.1 0.0 0.021
H -3.558 -0.900 -3.308 0.0 0.0 0.0 0.241
H -2.574 -2.304 -3.867 0.0 0.0 0.0 0.243
```
Positions in Å, forces in eV/Å.

M: 583.96 u
spin multiplicity: 3
HOMO energy (alpha / beta): -10.7 / -11.2 eV
net charge: +1
⟨S²⟩: 2.03

---

[3]
C38H41N5OS2SiV as an isolated structure, computed with ωB97M-V with the def2-TZVPD basis set.

```
89
Properties=species:S:1:pos:R:3:forces:R:3:mulliken_charge:R:1
V 3.228 -1.896 -0.481 0.1 -0.3 -0.6 0.607
N 4.338 -3.786 0.374 -0.1 0.2 0.0 -0.383
C 4.597 -3.679 1.759 0.0 0.0 0.0 0.464
C 5.452 -4.484 2.459 0.0 0.0 0.0 -0.658
C 5.652 -4.281 3.842 0.0 0.0 0.0 -0.676
C 4.986 -3.295 4.510 0.0 0.0 0.0 -0.937
C 4.107 -2.436 3.807 0.0 0.0 0.0 0.891
C 3.403 -1.371 4.414 0.0 0.0 0.0 -0.731
C 2.610 -0.566 3.651 0.0 0.0 0.0 -0.835
C 2.517 -0.802 2.267 0.0 -0.1 0.0 0.073
N 3.152 -1.789 1.665 -0.1 0.0 0.2 0.007
C 3.932 -2.620 2.425 0.0 0.0 0.0 0.000
H 3.370 -4.044 0.163 0.1 -0.2 0.1 0.276
H 4.946 -4.429 -0.113 0.0 0.1 0.0 0.177
H 5.971 -5.289 1.953 0.0 0.0 0.0 0.383
H 6.332 -4.933 4.374 0.0 0.0 0.0 0.389
H 5.126 -3.149 5.573 0.0 0.0 0.0 0.400
H 3.509 -1.205 5.480 0.0 0.0 0.0 0.419
H 2.059 0.259 4.080 0.0 0.0 0.0 0.496
H 1.904 -0.171 1.634 0.0 0.0 0.0 0.450
S 0.296 1.029 -0.003 0.1 0.1 0.1 -0.207
C -1.383 1.242 0.502 0.0 0.0 -0.1 -0.172
N -1.975 2.085 1.458 0.0 0.0 -0.1 0.416
C -3.255 1.475 1.838 0.0 0.0 0.0 -0.766
C -4.054 1.062 0.605 0.0 0.0 0.0 -0.714
N -3.374 0.004 -0.150 0.0 0.0 0.0 0.249
C -4.022 -0.360 -1.415 0.0 0.0 0.0 -0.821
C -4.279 0.796 -2.357 0.0 0.0 0.0 0.318
C -3.232 1.421 -3.031 0.0 0.0 0.0 0.265
C -3.475 2.511 -3.854 0.0 0.0 0.0 -0.850
C -4.769 2.987 -4.020 0.0 0.0 0.0 -0.383
C -5.818 2.366 -3.361 0.0 0.0 0.0 -0.653
C -5.570 1.279 -2.534 0.0 0.0 0.0 -0.201
C -2.018 0.313 -0.217 0.0 0.0 0.1 -1.418
S -0.693 -0.478 -1.081 0.0 0.0 0.0 1.024
C -1.114 2.381 2.595 0.0 0.0 0.0 -0.945
C -1.710 3.444 3.480 0.0 0.0 0.0 0.094
C -1.861 4.741 2.999 0.0 0.0 0.0 -0.262
C -2.425 5.724 3.796 0.0 0.0 0.0 -0.592
C -2.846 5.421 5.085 0.0 0.0 0.0 -0.370
C -2.701 4.131 5.570 0.0 0.0 0.0 -0.717
C -2.136 3.148 4.768 0.0 0.0 0.0 -0.143
H -3.832 2.200 2.412 0.0 0.0 0.0 0.516
H -3.079 0.591 2.471 0.0 0.0 0.0 0.302
H -4.212 1.950 -0.020 0.0 0.0 0.0 0.401
H -5.031 0.688 0.917 0.0 0.0 0.0 0.353
H -4.966 -0.851 -1.174 0.0 0.0 0.0 0.622
H -3.395 -1.112 -1.898 0.0 0.0 0.0 -0.371
H -2.220 1.051 -2.917 0.0 0.0 0.0 0.412
H -2.652 2.985 -4.373 0.0 0.0 0.0 0.419
H -4.957 3.835 -4.666 0.0 0.0 0.0 0.374
H -6.831 2.726 -3.490 0.0 0.0 0.0 0.380
H -6.393 0.793 -2.020 0.0 0.0 0.0 0.356
H -0.159 2.734 2.194 0.0 0.0 0.0 0.582
H -0.907 1.474 3.189 0.0 0.0 0.0 0.330
H -1.543 4.971 1.989 0.0 0.0 0.0 0.413
H -2.537 6.730 3.412 0.0 0.0 0.0 0.384
H -3.286 6.190 5.707 0.0 0.0 0.0 0.379
H -3.032 3.887 6.572 0.0 0.0 0.0 0.392
H -2.029 2.136 5.144 0.0 0.0 0.0 0.354
C 2.529 -3.354 -1.971 0.0 -0.1 0.1 -2.428
C 1.080 -3.384 -2.259 0.1 0.0 0.0 1.354
C 0.530 -2.715 -3.360 0.0 0.0 0.0 -0.253
C -0.826 -2.738 -3.623 0.0 0.0 0.0 -0.705
C -1.686 -3.450 -2.787 0.0 0.0 0.0 0.342
C -1.161 -4.127 -1.683 0.0 0.0 0.0 -0.803
C 0.192 -4.084 -1.429 0.0 0.0 0.0 -0.249
C -3.094 -3.497 -3.060 0.0 0.0 0.0 0.114
N -4.223 -3.532 -3.281 0.0 0.0 0.0 -0.601
H 3.074 -2.965 -2.842 0.0 0.0 0.0 0.419
H 2.888 -4.380 -1.819 0.0 0.0 0.0 0.788
H 1.191 -2.170 -4.024 0.0 0.0 0.0 0.410
H -1.227 -2.214 -4.480 0.0 0.0 0.0 0.398
H -1.827 -4.676 -1.030 0.0 0.0 0.0 0.441
H 0.583 -4.603 -0.560 0.0 0.0 0.0 0.333
C 1.527 1.194 -3.502 0.0 0.0 0.0 -0.900
Si 3.042 0.803 -2.474 0.0 0.0 0.0 0.470
C 3.659 2.376 -1.666 0.0 0.0 0.0 -1.092
C 4.381 0.142 -3.612 0.0 0.0 0.0 -1.143
O 2.692 -0.302 -1.327 0.0 0.3 0.1 -0.099
H 0.804 1.776 -2.926 0.0 0.0 0.0 0.174
H 1.029 0.276 -3.821 0.0 0.0 0.0 0.124
H 1.791 1.767 -4.395 0.0 0.0 0.0 0.563
H 3.760 3.189 -2.389 0.0 0.0 0.0 0.352
H 4.632 2.225 -1.193 0.0 0.0 0.0 0.259
H 2.953 2.700 -0.896 0.0 0.0 0.0 0.212
H 4.700 0.898 -4.334 0.0 0.0 0.0 0.385
H 4.026 -0.726 -4.174 0.0 0.0 0.0 0.286
H 5.262 -0.165 -3.042 0.0 0.0 0.0 0.285
```
Positions in Å, forces in eV/Å.

M: 726.94 u
spin multiplicity: 4
HOMO energy (alpha / beta): -6.8 / -6.8 eV
⟨S²⟩: 3.77

---

[4]
C3HNaO2 as an isolated structure at a distorted geometry, computed with ωB97M-V with the def2-TZVPD basis set.

```
7
Properties=species:S:1:pos:R:3:forces:R:3:nbo_charge:R:1
C 0.962 -0.133 0.849 -0.1 0.2 -0.5 -0.194
C 0.048 -1.083 1.099 0.1 0.1 0.4 -0.106
O -1.039 -0.667 0.245 0.1 1.2 -1.1 -0.520
C -0.736 0.437 -0.485 0.1 -1.5 0.5 0.182
O 0.476 0.791 -0.166 0.0 0.0 0.3 -0.480
H 1.966 0.079 1.197 -0.4 -0.1 -0.2 0.203
Na -1.676 0.575 -2.740 0.1 0.0 0.6 0.915
```
Positions in Å, forces in eV/Å.

M: 92.03 u
HOMO energy: -7.1 eV

---

Question: Which value of M does entry 3 give?
Answer: 726.94 u

---

Question: Number 2 is which compound?
Answer: C11H16Cl2N7PdS5

---

Question: Number 2 is which compound?
Answer: C11H16Cl2N7PdS5